The following is a quantum chemistry calculation of C34H50N4O3P2RbSe2 as an isolated structure, from OMol25.

The geometry in XYZ format:
```
96
Properties=species:S:1:pos:R:3:mulliken_charge:R:1
Rb 1.00151 -0.09593 1.06147 0.4207
C -0.30259 0.02337 4.26467 -0.8852
O 0.08241 -0.97033 3.34357 0.8628
C 0.71131 -2.06223 3.97287 -0.8212
C 1.30441 -2.97033 2.90227 -0.6294
O 2.36401 -2.27723 2.28737 0.1610
C 2.89601 -2.90333 1.14667 -0.5424
C 4.02031 -2.01653 0.63177 -0.7412
O 3.45971 -0.80993 0.16217 0.3431
C 4.41931 0.21777 0.07287 -0.8708
H -1.01189 -0.37263 5.00037 0.2969
H -0.77859 0.82297 3.69817 0.1848
H 0.56571 0.42507 4.79857 0.1897
H -0.01039 -2.62433 4.58607 0.3873
H 1.52171 -1.70473 4.62107 0.3472
H 0.53391 -3.22543 2.15977 0.2099
H 1.66201 -3.90013 3.36867 0.3835
H 2.12211 -3.00553 0.36977 0.1676
H 3.28891 -3.90393 1.37867 0.3730
H 4.55851 -2.52933 -0.17873 0.4538
H 4.71821 -1.81583 1.45687 0.3310
H 5.29121 -0.11023 -0.50533 0.3442
H 4.75561 0.53367 1.06987 0.1983
H 3.95411 1.06387 -0.43293 0.1936
C -3.61909 0.81637 0.80107 -1.7518
P -2.28369 -0.35103 0.29357 1.4520
C -2.63679 -0.32503 -1.51893 -0.2591
N -3.90119 -0.29633 -1.85393 -0.0084
C -4.24009 -0.22663 -3.15343 0.0654
C -5.59419 -0.26653 -3.53993 -0.5683
C -5.92439 -0.11033 -4.85703 -0.6363
C -4.92709 0.08827 -5.82963 -0.5447
C -3.60119 0.07507 -5.49203 -0.5317
C -3.22659 -0.11113 -4.14553 0.2500
N -1.93359 -0.20003 -3.78423 0.0548
C -1.62699 -0.31743 -2.51923 -0.5419
P 0.15601 -0.56603 -2.11633 1.2294
C 0.32931 -2.11483 -3.10363 -1.7793
C 1.06091 0.68107 -3.23383 2.2199
C 2.49281 0.16457 -3.39883 -2.0952
C 0.47231 0.98007 -4.61063 -2.0518
C 1.09661 1.98547 -2.43643 -1.7688
C -3.06819 -2.01383 0.77827 1.8573
C -2.13339 -3.08283 0.21107 -1.7983
C -3.05169 -2.08273 2.30617 -2.0432
C -4.48799 -2.27733 0.28137 -1.8483
H -4.57029 0.49927 0.37927 0.4535
H -3.37879 1.81447 0.43557 0.3663
H -3.67399 0.85677 1.88817 0.3910
H -6.34059 -0.42123 -2.77733 0.4890
H -6.95949 -0.14493 -5.16443 0.4106
H -5.22669 0.24077 -6.85663 0.4121
H -2.83089 0.19147 -6.23713 0.4882
H -0.06709 -1.96343 -4.10753 0.3820
H -0.23189 -2.90723 -2.60683 0.4321
H 1.37791 -2.40413 -3.14523 0.4179
H 2.52911 -0.68193 -4.08063 0.4290
H 2.91301 -0.13733 -2.43863 0.3021
H 3.11861 0.95667 -3.81023 0.4927
H 0.31101 0.08267 -5.19923 0.2988
H 1.16931 1.61907 -5.15223 0.5483
H -0.47039 1.51427 -4.53463 0.3740
H 1.59751 1.84327 -1.47703 0.0067
H 0.08351 2.34287 -2.25453 0.2522
H 1.62981 2.75747 -2.98973 0.6314
H -1.09769 -2.88243 0.49717 0.2148
H -2.19659 -3.10973 -0.87653 0.3209
H -2.41519 -4.06463 0.58747 0.5667
H -2.04499 -1.92833 2.68907 0.2708
H -3.40449 -3.06143 2.62737 0.5497
H -3.71119 -1.33473 2.73997 0.3510
H -4.58409 -2.09633 -0.78623 0.3400
H -5.21879 -1.66423 0.80297 0.3760
H -4.73219 -3.32333 0.46697 0.5038
Se 1.99311 3.28027 3.70487 0.0048
Se 2.81501 4.19997 1.74567 -0.0087
C 1.11851 4.20737 0.81787 -0.0052
C 0.57331 5.39687 0.35357 -0.6573
C -0.67459 5.34607 -0.24233 -0.6237
C -1.30209 4.11577 -0.37453 -0.9156
C -0.65559 2.99157 0.10837 -1.1883
N 0.52571 3.03467 0.70287 0.4661
C 3.40021 1.99777 4.06937 -0.2251
C 4.61271 2.43177 4.58887 -0.4451
C 5.56211 1.47387 4.90757 -0.4099
C 5.25491 0.13677 4.69317 -0.9586
C 4.01951 -0.17783 4.14637 -0.2414
N 3.10471 0.73297 3.84777 0.4690
H 1.11151 6.32497 0.47027 0.4765
H -1.15539 6.24857 -0.58663 0.4334
H -2.27059 4.02837 -0.84013 0.5385
H -1.09129 2.00407 0.00907 1.1718
H 4.79021 3.48857 4.73007 0.4658
H 6.51711 1.75827 5.32697 0.4254
H 5.95401 -0.64853 4.94327 0.4735
H 3.74351 -1.20303 3.94427 0.4223
```

## Properties
Frontier orbital gap (eV): 7.7
HOMO level (eV): -10.33
E_tot (Ha): -7279.79538
E_LUMO (eV): -2.6
Charge: +1
2S+1: 1

***

The following is a quantum chemistry calculation of C5H8O3 as an isolated structure, from OMol25.

The geometry in XYZ format:
```
16
Properties=species:S:1:pos:R:3:mulliken_charge:R:1
C -0.27471 0.62903 0.02148 0.6272
C 1.24571 1.08599 0.43005 -0.5107
C 1.02536 -1.28928 0.41615 -0.5215
C -0.03809 -0.81199 -0.53198 0.0308
C -1.47862 0.40314 -0.98174 -0.4769
H -1.70311 -0.02071 1.09115 0.4259
H 1.07790 1.47810 1.64708 0.2072
H 1.91456 2.08934 -0.10239 0.2478
H 0.49370 -1.60764 1.33452 0.2644
H 1.64797 -2.14248 0.09263 0.3455
H 0.33683 -0.72274 -1.62856 0.2593
H -2.43261 1.03381 -0.92786 0.2584
H -1.35600 0.51664 -2.19752 0.2328
O -0.81700 0.52650 1.37744 -0.5896
O 1.84689 -0.13400 0.51657 -0.3389
O -1.48877 -1.03371 -0.55703 -0.4619
```

## Properties
Frontier orbital gap (eV): 10.4
HOMO level (eV): -9.52
E_tot (Ha): -420.81710
E_LUMO (eV): 0.8
Charge: 0
2S+1: 1

***

The following is a quantum chemistry calculation of one molecule with the formula C23H32N2O3, from OMol25.

The geometry in XYZ format:
```
60
Properties=species:S:1:pos:R:3:mulliken_charge:R:1
C 4.26445 -5.25039 3.26768 -1.0967
C 3.70679 -5.16701 1.84889 -0.4558
O 3.09169 -3.92862 1.57506 -0.4889
C 1.86329 -3.65382 2.10017 0.6932
C 1.04887 -4.54618 2.78004 -0.4592
C -0.19902 -4.15023 3.23684 -1.2016
C -0.64171 -2.86091 3.03046 -1.0381
C 0.15752 -1.94354 2.36010 1.2461
C -0.28519 -0.50940 2.18615 -1.1017
N 0.02793 -0.01655 0.85042 0.5864
C -0.85462 -0.55747 -0.16708 -0.5360
C -0.30945 -0.18545 -1.55220 -1.1804
N -0.04103 1.22479 -1.73357 0.3109
C -1.03414 2.01149 -2.41363 -0.9349
C -2.35803 2.30344 -1.66575 0.1713
C -3.26833 3.09530 -2.55375 0.0206
C -4.16172 2.45448 -3.40338 -0.2977
C -4.97107 3.18240 -4.25670 -0.6163
C -4.89489 4.56453 -4.27548 -0.4127
C -4.00536 5.21306 -3.43594 -0.6341
C -3.19763 4.48273 -2.58322 -0.3154
C 0.66102 1.83296 -0.61591 0.0546
C 2.15736 1.48291 -0.73345 -0.5954
C 3.05007 2.11092 0.34104 -0.8510
O 2.95064 1.50014 1.60497 -0.5377
C 0.07131 1.42954 0.74647 -1.5534
C 1.40720 -2.33869 1.88603 0.4963
O 2.20930 -1.48021 1.20705 -0.8606
H 4.77571 -6.19923 3.40662 0.3801
H 3.46815 -5.16561 4.00306 0.3396
H 4.96970 -4.43973 3.43187 0.3089
H 4.52606 -5.22538 1.12640 0.3608
H 3.01699 -5.99826 1.65240 0.3595
H 1.36783 -5.56150 2.95343 0.3493
H -0.82174 -4.86068 3.75889 0.3736
H -1.61054 -2.55299 3.39534 0.3794
H 0.26213 0.11400 2.90316 0.3489
H -1.35944 -0.41936 2.41600 0.3300
H -1.88222 -0.17584 -0.03450 0.2303
H -0.88018 -1.64579 -0.06794 0.5149
H 0.62943 -0.73167 -1.70036 0.4038
H -1.00986 -0.51251 -2.32198 0.4998
H -1.27681 1.49562 -3.34824 0.2986
H -0.57223 2.96777 -2.67893 0.3246
H -2.14210 2.86698 -0.75640 0.2360
H -2.83322 1.35963 -1.39365 0.1529
H -4.22672 1.37525 -3.39151 0.3595
H -5.66399 2.67004 -4.90839 0.3732
H -5.52726 5.13396 -4.94047 0.3760
H -3.94164 6.29156 -3.44508 0.3728
H -2.50656 4.99436 -1.92775 0.3665
H 0.56586 2.92015 -0.71172 0.5719
H 2.49300 1.83249 -1.71097 0.4263
H 2.28849 0.40137 -0.70767 0.1659
H 4.09285 2.07881 -0.00652 0.3665
H 2.77773 3.15843 0.49872 0.3970
H 3.18273 0.56469 1.52157 0.3728
H -0.93644 1.86506 0.85948 0.3280
H 0.70604 1.82254 1.54143 0.5513
H 1.62300 -0.72439 0.95239 0.3694
```

## Properties
Frontier orbital gap (eV): 8.7
HOMO level (eV): -7.93
E_tot (Ha): -1230.83588
E_LUMO (eV): 0.8
Charge: 0
2S+1: 1

***

The following is a quantum chemistry calculation of one molecule with the formula C3H7N3O, from OMol25.

The geometry in XYZ format:
```
14
Properties=species:S:1:pos:R:3:mulliken_charge:R:1
H -4.08043 -0.51738 -0.50942 0.2610
N -3.34098 -0.36243 0.17159 -0.6524
C -2.23995 -0.15769 -0.42690 0.0219
N -1.08941 0.07922 0.30393 -0.2553
C 0.16698 0.13288 -0.29374 0.6493
O 0.31186 0.07099 -1.50312 -0.6368
N 1.19735 0.26978 0.59378 -0.2328
C 2.57103 0.11605 0.16337 -0.7927
H -2.05737 -0.14230 -1.50324 0.3274
H -1.19989 0.04855 1.30819 0.2526
H 1.00173 0.23014 1.58150 0.2063
H 2.57642 0.14826 -0.92665 0.3139
H 2.98774 -0.84387 0.49147 0.2759
H 3.19492 0.92781 0.54925 0.2616
```

## Properties
Frontier orbital gap (eV): 10.4
HOMO level (eV): -9.61
E_tot (Ha): -358.04598
E_LUMO (eV): 0.8
Charge: 0
2S+1: 1

***

The following is a quantum chemistry calculation of one molecule with the formula C5H8O3S, from OMol25.

The geometry in XYZ format:
```
17
Properties=species:S:1:pos:R:3:mulliken_charge:R:1
C 1.94210 2.22045 0.15692 -0.5765
C 1.22715 1.33131 -0.49331 -0.2631
S 1.43779 -0.39587 -0.10004 1.1475
O 1.23001 -1.18817 -1.26965 -0.5838
O 2.61583 -0.57862 0.67926 -0.6173
O 0.18154 -0.55966 0.90286 -0.2786
C -1.00669 -0.96841 0.32919 0.8011
C -1.18373 -2.24194 0.01652 -0.8216
C -2.03589 0.10851 0.13315 -1.3782
H 2.64989 1.89008 0.89873 0.2700
H 1.85862 3.28248 -0.01291 0.2698
H 0.49294 1.52649 -1.25322 0.3956
H -2.10359 -2.58814 -0.41793 0.2712
H -0.40738 -2.96741 0.17755 0.2843
H -1.68968 1.04559 0.56031 0.3944
H -2.96825 -0.17463 0.61790 0.3851
H -2.24065 0.25795 -0.92532 0.3002
```

## Properties
Frontier orbital gap (eV): 10.5
HOMO level (eV): -9.74
E_tot (Ha): -819.15388
E_LUMO (eV): 0.7
Charge: 0
2S+1: 1

***

The following is a quantum chemistry calculation of C7H18AgBINbO2 as an isolated structure, from OMol25.

The geometry in XYZ format:
```
31
Properties=species:S:1:pos:R:3:mulliken_charge:R:1
C -3.36837 0.01556 0.90170 -1.3885
C -2.16860 -0.92235 1.05633 -0.0971
C -0.93119 -0.18294 1.53289 0.0260
C -0.08006 -1.06357 2.41933 -1.4802
Nb 0.26400 0.73120 -0.21002 -0.8002
C 1.40948 -1.14911 -0.86960 -0.8370
C 0.94080 -1.97444 -2.00722 0.2972
O 0.84392 -3.18117 -1.96489 -0.5480
I 0.41018 -1.03999 -3.88396 -0.0480
B 1.47878 2.16392 -1.64028 0.4691
C 3.05594 2.24175 -1.52138 -1.0244
O 0.88640 2.93458 -2.58317 -0.4556
H -2.98969 1.01488 0.75418 0.3423
H -3.97882 0.02652 1.79063 0.3925
H -3.94949 -0.21529 0.02647 0.3418
H -2.42345 -1.70321 1.79332 0.1760
H -2.02152 -1.41891 0.10353 0.2135
H -1.27685 0.62681 2.16167 0.6993
H 0.93836 -0.72081 2.51929 0.4701
H -0.50117 -1.07617 3.43076 0.4507
H -0.02336 -2.08476 1.98237 0.4217
H -1.05756 0.44349 -1.45660 0.0291
H -0.62568 2.29280 0.16260 -0.0385
H 1.57626 1.09836 1.04488 -0.0244
H 1.48156 -1.83537 -0.03614 0.3149
H 2.41845 -0.81942 -1.09390 0.5559
H 3.55366 1.79782 -2.37319 0.3443
H 3.35997 3.27388 -1.40189 0.3108
H 3.36074 1.72853 -0.62258 0.2685
H -0.01520 2.66196 -2.74115 0.2851
Ag -0.56749 -3.66456 2.72601 0.3332
```

## Properties
Frontier orbital gap (eV): 3.5
HOMO level (eV): -7.09
E_tot (Ha): -954.11988
E_LUMO (eV): -3.6
Charge: 0
2S+1: 1